Density functional theory data (wB97M-V/def2-TZVPD) for a molecular structure, C43H51N3NaO4.

Results
**Frontier orbital gap (alpha / beta)**: 0.2097 / 0.2066 hartree
**Largest force on an atom**: 0.66 eV/A
**Energy relative to the best compared isomer or geometry (same formula, charge and spin)**: 0.117 eV
**Spin multiplicity**: 1
**LUMO energy (alpha / beta)**: 1.45 / 1.41 eV
**Total charge**: -1
**Calculated total energy**: -2296.8951 Eh

```
102
Properties=species:S:1:pos:R:3:lowdin_charge:R:1
Na -1.709 0.063 0.434 0.435
C 2.624 1.770 -5.344 -0.068
C 2.214 3.027 -4.585 -0.561
C 3.485 3.703 -4.049 -0.046
C 1.512 3.976 -5.566 -0.048
C 1.294 2.712 -3.413 -0.166
C 0.913 1.467 -3.068 0.034
C 0.021 1.240 -1.953 -0.155
N -0.352 0.093 -1.446 0.146
C 0.089 -1.157 -1.701 -0.158
C 1.342 -1.495 -2.278 0.014
C 1.717 -2.789 -2.481 -0.172
C 0.796 -3.807 -2.091 0.026
C -0.403 -3.582 -1.481 -0.085
C -0.814 -2.205 -1.225 -0.292
O -1.892 -1.924 -0.653 -0.045
C -1.301 -4.720 -1.008 -0.541
C -1.439 -4.661 0.523 -0.036
C -0.722 -6.089 -1.369 -0.081
C -2.687 -4.619 -1.660 -0.046
C 3.109 -3.113 -3.030 -0.559
C 3.298 -4.607 -3.294 -0.074
C 3.333 -2.367 -4.352 -0.052
C 4.176 -2.668 -2.022 -0.049
C -0.638 2.407 -1.305 -0.256
O -1.565 2.254 -0.510 0.025
C -0.103 3.748 -1.634 -0.074
C 0.807 3.831 -2.625 0.030
C -0.590 4.957 -0.844 -0.539
C 0.152 6.229 -1.249 -0.078
C -2.087 5.190 -1.103 -0.041
C -0.345 4.721 0.655 -0.036
H 3.265 2.045 -6.184 0.084
H 1.760 1.234 -5.741 0.091
H 3.186 1.080 -4.711 0.073
H 4.161 3.957 -4.869 0.082
H 4.013 3.041 -3.361 0.091
H 3.255 4.624 -3.513 0.075
H 2.171 4.201 -6.408 0.081
H 1.240 4.921 -5.095 0.075
H 0.599 3.523 -5.957 0.091
H 1.214 0.619 -3.661 0.090
H 2.044 -0.694 -2.464 0.100
H 1.087 -4.834 -2.264 0.078
H -0.460 -4.776 0.995 0.089
H -2.078 -5.480 0.867 0.080
H -1.870 -3.719 0.850 0.078
H 0.249 -6.262 -0.900 0.082
H -0.609 -6.215 -2.449 0.083
H -1.403 -6.865 -1.014 0.080
H -3.170 -3.677 -1.419 0.074
H -3.316 -5.440 -1.304 0.078
H -2.605 -4.706 -2.747 0.085
H 2.564 -4.991 -4.006 0.087
H 3.218 -5.195 -2.378 0.082
H 4.293 -4.780 -3.711 0.080
H 2.579 -2.647 -5.089 0.090
H 4.321 -2.597 -4.759 0.080
H 3.274 -1.287 -4.215 0.057
H 4.053 -3.189 -1.072 0.089
H 4.109 -1.598 -1.822 0.080
H 5.179 -2.880 -2.403 0.079
H 1.182 4.812 -2.886 0.088
H -0.022 6.493 -2.295 0.080
H 1.229 6.145 -1.089 0.087
H -0.208 7.058 -0.636 0.082
H -2.267 5.386 -2.164 0.085
H -2.426 6.061 -0.536 0.081
H -2.675 4.329 -0.802 0.074
H 0.716 4.572 0.861 0.093
H -0.873 3.846 1.023 0.071
H -0.679 5.599 1.215 0.083
O 0.732 2.189 2.873 0.031
C -0.048 1.328 3.234 -0.559
N -0.219 0.988 4.583 0.128
C -1.366 0.126 4.741 -0.285
C -1.697 -0.135 3.242 -0.471
O -2.614 -0.870 2.883 0.037
N -0.876 0.564 2.442 0.134
C -2.520 0.879 5.405 -0.124
C -2.953 0.607 6.694 -0.025
C -3.960 1.368 7.280 -0.090
C -4.546 2.408 6.580 -0.106
C -4.115 2.691 5.287 -0.079
C -3.112 1.935 4.709 -0.010
C -1.041 -1.190 5.433 -0.154
C -1.999 -2.203 5.484 -0.034
C -1.712 -3.409 6.100 -0.082
C -0.466 -3.622 6.681 -0.109
C 0.489 -2.622 6.629 -0.094
C 0.203 -1.413 6.004 -0.026
H -0.012 1.706 5.258 0.146
H -2.505 -0.205 7.251 0.112
H -4.284 1.140 8.288 0.096
H -5.333 2.998 7.033 0.093
H -4.567 3.499 4.727 0.100
H -2.782 2.159 3.701 0.125
H -2.959 -2.042 5.014 0.118
H -2.462 -4.190 6.120 0.098
H -0.243 -4.567 7.162 0.092
H 1.467 -2.779 7.067 0.094
H 0.956 -0.639 5.939 0.106
```